No. 1
Formula: C4H12N2O
Source: the Open Molecules 2025 dataset
Level of theory: wB97M-V/def2-TZVPD

Last column: Löwdin charge in e.
Positions of all 19 atoms, in Å:
C: 2.1876 0.7193 0.5874  -0.018
N: 1.3926 -0.5077 0.3111  -0.417
C: 1.7023 -1.0100 -1.0523  -0.013
O: 0.0975 -0.3073 0.4857  -0.222
H: 1.9508 1.0522 1.5981  0.096
H: 3.2589 0.5325 0.4857  0.089
H: 1.8628 1.4896 -0.1109  0.097
H: 1.7387 -1.2346 0.9793  0.176
H: 2.7572 -1.2678 -1.1492  0.089
H: 1.0779 -1.8799 -1.2388  0.098
H: 1.4304 -0.2358 -1.7669  0.098
C: -2.4797 -0.8036 0.7368  -0.123
N: -2.4788 -0.2360 -0.3747  -0.106
C: -2.4062 1.1882 -0.4525  -0.176
H: -2.4177 -0.2842 1.6978  0.071
H: -2.5318 -1.8827 0.7657  0.059
H: -1.4990 1.4396 -1.0001  0.062
H: -3.2631 1.5468 -1.0287  0.070
H: -2.3805 1.6813 0.5266  0.070

Values from the calculation:
Energy = -344.21908 Ha
HOMO-LUMO gap = 9.3 eV
Energy above the lowest of the compared OMol25 structures with the same formula, charge and spin = 435.7 kJ/mol
SMILES = C[NH+](C)[O-].C=NC

=====

No. 2
Formula: C2H6NO2P
Source: the Open Molecules 2025 dataset
Level of theory: wB97M-V/def2-TZVPD

Last column: Löwdin charge in e.
Positions of all 12 atoms, in Å:
C: -0.2928 -0.3040 1.6013  -0.155
P: -1.0046 0.4418 0.0459  0.679
C: 0.1812 1.0679 -1.0826  -0.208
O: -2.2039 1.5110 0.3409  -0.417
N: -2.3954 -0.4838 -0.5389  -0.178
O: -2.8514 -1.2936 0.1755  -0.046
H: -0.8100 -1.2570 1.5619  0.024
H: 0.7761 -0.3071 1.3159  0.039
H: -0.3357 0.0538 2.6202  0.051
H: 0.7720 1.8231 -0.6103  0.044
H: 0.9602 0.3549 -1.4015  0.057
H: -0.3862 1.4870 -2.0193  0.110

Values from the calculation:
Energy = -626.27684 Ha
HOMO-LUMO gap (spin up / spin down) = 8.8 / 8.8 eV
Energy above the lowest of the compared OMol25 structures with the same formula, charge and spin = 376.9 kJ/mol
SMILES = CP(C)(=O)N=O

=====

No. 3
Formula: C5H8O2
Source: the Open Molecules 2025 dataset
Level of theory: wB97M-V/def2-TZVPD

Last column: Löwdin charge in e.
Positions of all 15 atoms, in Å:
C: 1.6784 -0.5575 0.1274  -0.048
C: 0.4498 0.1941 0.6231  -0.235
C: -0.9530 -0.4915 0.5016  -0.272
O: -0.9839 -1.7558 -0.0904  0.003
C: -1.3950 0.6609 -0.4755  -0.149
O: -0.4252 0.7131 -1.5411  0.000
C: -0.0942 1.2906 -0.2850  -0.217
H: 2.5548 0.1026 0.1290  0.081
H: 1.5317 -0.9220 -0.8929  0.080
H: 1.9038 -1.4197 0.7627  0.082
H: 0.5979 0.5669 1.6408  0.141
H: -1.5247 -0.4951 1.4339  0.150
H: -1.1082 -1.3882 -0.9677  0.086
H: -2.3419 1.1542 -0.7217  0.152
H: 0.1098 2.3474 -0.2441  0.146

Values from the calculation:
Energy = -345.70786 Ha
HOMO-LUMO gap = 11.0 eV
Energy above the lowest of the compared OMol25 structures with the same formula, charge and spin = 254.9 kJ/mol
SMILES = C[C@@H]1[C@H](O)[C@@H]2O[C@H]12